# 1
Density functional theory data (the ωB97M-V functional and the def2-TZVPD basis) for a molecular structure, C21H26CrI2N4O8SSi.

Results
⟨S²⟩: 0.760
ΔE to the lowest compared entry with this formula, charge and spin: 0.0 kJ/mol
energy: -3964.03234 Eh
HOMO (alpha / beta): -11.0 / -11.0 eV
LUMO energy (alpha / beta): -3.8686 / -3.2895 eV

ORCA input file:
```
! wB97M-V def2-TZVPD RIJCOSX def2/J DEFGRID3
* xyz 1 2
Cr 0.12540 -0.83812 -0.60630
I 0.10528 -3.06113 -2.23313
C 1.12130 -2.49540 -4.00627
I 2.77215 -1.21426 -3.74661
H 0.39580 -2.00948 -4.64528
H 1.47346 -3.42528 -4.43505
C -5.19284 -3.24485 3.21489
Si -3.37793 -3.17844 2.80024
C -2.75302 -4.86534 2.32359
C -2.41446 -2.47007 4.22622
C -3.20039 -2.04430 1.28567
C -4.30692 -1.51444 0.63968
C -4.19444 -0.71417 -0.50442
C -2.94346 -0.45591 -1.00253
N -1.86072 -0.96875 -0.39948
C -1.96737 -1.72054 0.70340
S -0.35597 -2.17581 1.21686
H -5.34160 -3.87623 4.09292
H -5.78622 -3.67390 2.40516
H -5.59671 -2.25858 3.45244
H -2.92421 -5.58474 3.12642
H -1.68269 -4.84883 2.11152
H -3.27202 -5.22929 1.43446
H -2.69310 -2.98356 5.14883
H -2.62774 -1.40782 4.35971
H -1.33884 -2.58606 4.08878
H -5.29759 -1.71846 1.02641
H -5.06855 -0.31060 -0.99410
H -2.76935 0.13913 -1.88937
O -0.04736 0.54828 -2.09607
C -0.11233 1.44769 -1.20073
O -0.05896 1.08256 0.00745
C -0.24138 2.87730 -1.56703
C -0.61418 3.22798 -2.85819
C -0.72230 4.57001 -3.16296
C -0.45551 5.57400 -2.25232
C -0.07253 5.17425 -0.98637
C 0.02872 3.85035 -0.61414
N 0.25009 6.21532 0.01788
O 0.04283 7.36508 -0.29025
O 0.70609 5.83297 1.07620
N -1.13203 4.95292 -4.53643
O -1.40298 4.05105 -5.29983
O -1.18618 6.13536 -4.78563
H -0.81111 2.48008 -3.61210
H -0.53944 6.61695 -2.51812
H 0.30603 3.58698 0.39535
O 2.90896 -2.71558 -0.22223
C 2.88693 -1.56195 0.12014
O 2.00177 -0.64663 -0.16734
C 4.01164 -1.03988 1.02125
N 3.81062 0.44982 1.24797
C 4.93980 1.16541 0.55705
C 6.08422 0.17502 0.67330
C 5.41168 -1.17161 0.40625
H 3.92355 -1.52556 1.99202
H 3.79200 0.67086 2.24065
H 2.88184 0.65534 0.84177
H 5.09634 2.13080 1.03112
H 4.62642 1.31457 -0.47575
H 6.50484 0.21193 1.68059
H 6.88361 0.40032 -0.02851
H 5.95338 -2.00989 0.83485
H 5.31768 -1.35686 -0.66448
*
```

Charge distribution, Mulliken scheme, values in e:
1 Cr 0.135
2 I 0.267
3 C -0.955
4 I 0.102
5 H 0.423
6 H 0.473
7 C -1.111
8 Si 0.191
9 C -1.009
10 C -1.022
11 C 0.062
12 C 0.154
13 C -1.211
14 C -0.313
15 N 0.241
16 C 0.538
17 S -0.714
18 H 0.324
19 H 0.319
20 H 0.339
21 H 0.361
22 H 0.309
23 H 0.336
24 H 0.363
25 H 0.344
26 H 0.308
27 H 0.420
28 H 0.414
29 H 0.567
30 O -0.636
31 C 1.161
32 O -0.841
33 C 0.273
34 C -0.516
35 C -0.223
36 C -0.348
37 C -0.229
38 C -0.552
39 N 1.046
40 O -0.587
41 O -0.610
42 N 1.058
43 O -0.608
44 O -0.597
45 H 0.739
46 H 0.636
47 H 0.676
48 O -0.541
49 C 0.164
50 O -0.375
51 C 0.212
52 N -0.034
53 C -0.523
54 C -0.591
55 C -0.724
56 H 0.380
57 H 0.426
58 H 0.059
59 H 0.443
60 H 0.249
61 H 0.303
62 H 0.369
63 H 0.364
64 H 0.319



# 2
Density functional theory data (the ωB97M-V functional and the def2-TZVPD basis) for a molecular structure, C5H6O2.

Results
ΔE to the lowest compared entry with this formula, charge and spin: 530.9 kJ/mol
energy: -344.39970 Eh
HOMO: -10.0 eV
LUMO energy: -0.2255 eV

ORCA input file:
```
! wB97M-V def2-TZVPD RIJCOSX def2/J DEFGRID3
* xyz 0 1
C -1.89484 -0.39649 -0.23568
C -0.68189 -0.06318 0.60510
O 0.28813 -1.20273 0.43583
C 1.45641 -0.68892 0.00987
O 2.46934 -1.27610 -0.24025
C 1.07605 0.72703 -0.03899
C -0.04014 1.27802 0.23781
H -2.26649 -1.39038 0.02904
H -2.67785 0.34594 -0.06267
H -1.63149 -0.39067 -1.29729
H -0.91204 -0.05913 1.67360
H 2.50403 1.61426 -0.18956
H 2.31076 1.50236 -0.92681
*
```

Charge distribution, Mulliken scheme, values in e:
1 C -1.218
2 C 0.584
3 O -0.354
4 C 0.609
5 O -0.550
6 C 0.036
7 C -0.679
8 H 0.339
9 H 0.352
10 H 0.317
11 H 0.277
12 H 0.148
13 H 0.136



# 3
Density functional theory data (the ωB97M-V functional and the def2-TZVPD basis) for a single C18H21NO molecule.

Results
ΔE to the lowest compared entry with this formula, charge and spin: 16.8 kJ/mol
SMILES: O=C(CCCc1ccccc1)NCCc1ccccc1
energy: -828.52988 Eh
HOMO: -9.0 eV
LUMO energy: 0.7306 eV

ORCA input file:
```
! wB97M-V def2-TZVPD RIJCOSX def2/J DEFGRID3
* xyz 0 1
O -1.71240 1.78451 -0.21926
C -1.14195 0.86736 -0.76808
C -1.06080 -0.54068 -0.19493
C -1.28897 -0.53917 1.31378
C -1.37468 -1.95929 1.88134
C -1.57208 -1.91653 3.36935
C -0.48384 -1.95384 4.23109
C -0.66378 -1.87635 5.60072
C -1.93815 -1.75716 6.12743
C -3.02983 -1.71585 5.27699
C -2.84642 -1.79401 3.90827
N -0.55556 0.99139 -1.98341
C -0.44448 2.25708 -2.66796
C 0.97287 2.84490 -2.55320
C 1.97976 1.90732 -3.15442
C 2.23074 1.92026 -4.52108
C 3.11864 1.02114 -5.08408
C 3.76510 0.09121 -4.28727
C 3.52120 0.06816 -2.92485
C 2.63373 0.96989 -2.36369
H -0.09291 -0.98565 -0.43707
H -1.83633 -1.13799 -0.68345
H -0.47430 -0.00073 1.80246
H -2.21100 0.00239 1.52939
H -2.20926 -2.48418 1.41071
H -0.45470 -2.49909 1.64403
H 0.51386 -2.04795 3.82520
H 0.19263 -1.90941 6.25879
H -2.08014 -1.69719 7.19650
H -4.02715 -1.62265 5.68193
H -3.70172 -1.76182 3.24823
H -0.01688 0.22630 -2.35811
H -1.16521 2.93077 -2.20007
H -0.70512 2.11680 -3.72158
H 1.19499 3.01242 -1.49824
H 0.99135 3.80507 -3.07047
H 1.72959 2.64556 -5.14650
H 3.30803 1.04616 -6.14727
H 4.45897 -0.61035 -4.72604
H 4.02514 -0.65257 -2.29718
H 2.45103 0.95377 -1.29799
*
```

Charge distribution, Mulliken scheme, values in e:
1 O -0.645
2 C 0.447
3 C -0.478
4 C -0.481
5 C -1.010
6 C 0.376
7 C -0.308
8 C -0.555
9 C -0.418
10 C -0.570
11 C -0.315
12 N -0.143
13 C -0.829
14 C -0.959
15 C 0.361
16 C -0.313
17 C -0.549
18 C -0.422
19 C -0.626
20 C -0.197
21 H 0.323
22 H 0.254
23 H 0.314
24 H 0.321
25 H 0.417
26 H 0.401
27 H 0.343
28 H 0.368
29 H 0.369
30 H 0.365
31 H 0.364
32 H 0.333
33 H 0.379
34 H 0.409
35 H 0.341
36 H 0.429
37 H 0.383
38 H 0.375
39 H 0.374
40 H 0.379
41 H 0.393



# 4
Density functional theory data (the ωB97M-V functional and the def2-TZVPD basis) for a gas-phase ion, C5H6N (charge +1) at a distorted geometry.

Results
ΔE to the lowest compared entry with this formula, charge and spin: 485.2 kJ/mol
energy: -248.43089 Eh
HOMO (alpha / beta): -15.3 / -15.3 eV
LUMO energy (alpha / beta): -8.6105 / -8.6123 eV

ORCA input file:
```
! wB97M-V def2-TZVPD RIJCOSX def2/J DEFGRID3
* xyz 1 1
C -0.54247 1.53164 1.46494
C 0.78691 -0.10531 0.47298
C -0.00317 0.01109 -0.90185
C -0.10725 0.22434 1.54095
C -0.23668 -1.10712 -1.65096
N -0.69407 2.65202 1.36436
H 1.62502 0.70899 0.38997
H 1.12424 -1.05891 0.43633
H -0.34832 0.95013 -1.16237
H -0.68067 -0.58690 1.99936
H -0.65234 -1.08772 -2.66660
H -0.27121 -2.13225 -1.28710
*
```

Charge distribution, Mulliken scheme, values in e:
1 C 0.264
2 C -0.645
3 C -0.074
4 C 0.170
5 C -0.677
6 N -0.118
7 H 0.304
8 H 0.439
9 H 0.460
10 H 0.334
11 H 0.284
12 H 0.259



# 5
Density functional theory data (the ωB97M-V functional and the def2-TZVPD basis) for 10 unconnected molecules or ions with the total composition C10H23Cl14N3O6 at a distorted geometry.

Results
ΔE to the lowest compared entry with this formula, charge and spin: 53.7 kJ/mol
SMILES: C[N+](=O)[O-].C[N+](=O)[O-].C[N+](=O)[O-].ClCCl.ClCCl.ClCCl.ClCCl.ClCCl.ClCCl.ClCCl
energy: -7452.88606 Eh
HOMO: -10.6 eV
LUMO energy: -0.5167 eV

ORCA input file:
```
! wB97M-V def2-TZVPD RIJCOSX def2/J DEFGRID3
* xyz 0 1
C -0.48894 5.15910 -1.07163
N -1.42300 4.03225 -1.31130
O -0.95487 2.84951 -1.10797
O -2.51928 4.23190 -1.73512
H 0.12892 4.87412 -0.22009
H -1.15040 6.01544 -0.94025
H 0.01405 5.19454 -2.03799
C -0.58626 -0.07309 0.17004
N -0.14066 -0.70978 1.39359
O 0.92678 -0.41583 1.94431
O -0.85100 -1.61023 1.82963
H -1.32028 -0.73973 -0.28261
H 0.31648 0.03892 -0.43047
H -1.10912 0.85862 0.38599
C 1.03411 -2.27644 -4.05819
N 1.76510 -2.28221 -2.75022
O 1.99866 -1.12892 -2.30218
O 2.13911 -3.30807 -2.25244
H 0.19114 -1.70606 -3.66810
H 0.96578 -3.29452 -4.44151
H 1.57876 -1.64176 -4.75722
Cl -1.69817 -3.17282 -1.74738
C -0.63121 -4.26756 -0.87023
Cl -0.49765 -5.86247 -1.68129
H 0.35934 -3.84194 -0.70973
H -1.02704 -4.43105 0.13211
Cl -3.35941 -0.45689 -5.21042
C -3.35400 0.60332 -3.75852
Cl -1.97543 0.07281 -2.69955
H -3.23229 1.61870 -4.13572
H -4.31410 0.55719 -3.24454
Cl 2.70822 1.05020 -4.23223
C 1.82151 1.78208 -2.85009
Cl 2.17262 3.53292 -2.75375
H 0.74533 1.68046 -2.99010
H 2.22648 1.29996 -1.96033
Cl -3.11776 4.31531 2.57600
C -2.37129 2.82640 3.26127
Cl -2.83522 2.49305 4.94426
H -2.59723 1.94701 2.65817
H -1.29164 2.96491 3.20403
Cl 3.05756 -2.96925 5.66858
C 2.65420 -1.64825 4.62515
Cl 2.58115 -0.05202 5.43772
H 3.38538 -1.55063 3.82269
H 1.65607 -1.80645 4.21673
Cl 4.40710 0.53629 1.80019
C 3.78052 -0.51794 0.47619
Cl 4.60222 -0.09755 -1.02902
H 3.74506 -1.60332 0.56999
H 2.77534 -0.15898 0.25517
Cl -3.40185 -1.34023 3.65542
C -2.18259 -1.92662 4.84056
Cl -1.12913 -0.65270 5.39030
H -2.69080 -2.41525 5.67186
H -1.48651 -2.57660 4.31037
*
```

Charge distribution, Mulliken scheme, values in e:
1 C -0.676
2 N 0.742
3 O -0.363
4 O -0.509
5 H 0.265
6 H 0.303
7 H 0.257
8 C -0.783
9 N 1.140
10 O -0.500
11 O -0.538
12 H 0.321
13 H 0.192
14 H 0.236
15 C -0.679
16 N 0.830
17 O -0.321
18 O -0.541
19 H 0.250
20 H 0.270
21 H 0.249
22 Cl -0.098
23 C -0.181
24 Cl -0.170
25 H 0.106
26 H 0.348
27 Cl -0.168
28 C -0.445
29 Cl -0.026
30 H 0.276
31 H 0.321
32 Cl -0.176
33 C 0.775
34 Cl -0.209
35 H -0.074
36 H -0.356
37 Cl -0.181
38 C -0.055
39 Cl -0.144
40 H 0.113
41 H 0.252
42 Cl -0.171
43 C 0.343
44 Cl -0.171
45 H 0.072
46 H -0.106
47 Cl -0.180
48 C 0.446
49 Cl -0.161
50 H 0.346
51 H -0.458
52 Cl -0.164
53 C -0.227
54 Cl -0.125
55 H 0.366
56 H 0.138



# 6
Density functional theory data (the ωB97M-V functional and the def2-TZVPD basis) for a single C4H6O2 molecule at a distorted geometry.

Results
ΔE to the lowest compared entry with this formula, charge and spin: 462.3 kJ/mol
SMILES: C[C@@H]1OCC1=O
energy: -306.33021 Eh
HOMO: -9.4 eV
LUMO energy: 0.6345 eV

ORCA input file:
```
! wB97M-V def2-TZVPD RIJCOSX def2/J DEFGRID3
* xyz 0 1
C 1.52004 -0.60035 0.19099
C 0.31489 -0.06457 -0.38483
O 0.01043 1.17885 -0.04170
C -1.38728 0.95511 0.19225
C -1.23202 -0.41616 -0.12419
O -1.98055 -1.30887 -0.04755
H 2.30311 -0.05340 -0.33276
H 1.54769 -0.71904 1.29497
H 2.04817 -1.80912 -0.01883
H 0.34120 0.03960 -1.45091
H -1.76926 0.80255 1.20780
H -1.71640 1.99540 -0.48523
*
```

Charge distribution, Mulliken scheme, values in e:
1 C -1.238
2 C 0.492
3 O -0.386
4 C -0.141
5 C 0.262
6 O -0.514
7 H 0.328
8 H 0.269
9 H 0.276
10 H 0.185
11 H 0.230
12 H 0.236